The following is a DFT calculation (ωB97M-V with the def2-TZVPD basis set) of a molecular structure, C37H36GaN7O3S.

Results
E_HOMO	-7.4	eV
LUMO	-0.3163	eV
largest force on an atom	0.29	eV/A
orbital gap	7.05	eV
relative energy (zero: lowest compared OMol25 entry of this formula, charge and spin)	0.111	eV

Last column: Mulliken charge in e.
Positions of all 85 atoms, in Å:
Ga (0.868, -0.412, -1.677)  1.117
C (3.347, -0.293, -5.820)  -0.695
O (4.122, -0.761, -4.723)  -0.489
C (4.329, 0.194, -3.757)  0.596
C (5.591, 0.714, -3.583)  -0.441
C (5.851, 1.664, -2.592)  -0.685
C (4.818, 2.090, -1.793)  -1.018
C (3.528, 1.558, -1.936)  0.643
C (2.464, 2.092, -1.122)  -0.354
N (1.321, 1.524, -1.024)  0.693
N (0.339, 2.196, -0.316)  -0.954
C (-0.762, 1.515, -0.376)  0.169
O (-0.890, 0.370, -0.985)  -0.838
C (-1.960, 2.090, 0.292)  0.163
C (-1.811, 2.931, 1.392)  -0.134
C (-2.926, 3.444, 2.035)  -0.595
C (-4.202, 3.136, 1.578)  -0.573
C (-4.355, 2.314, 0.471)  -0.792
C (-3.239, 1.790, -0.166)  -0.037
C (3.258, 0.576, -2.915)  0.652
O (2.074, 0.036, -3.103)  -0.876
H (3.214, -1.139, -6.492)  0.240
H (3.875, 0.507, -6.348)  0.323
H (2.374, 0.070, -5.487)  0.190
H (6.379, 0.359, -4.236)  0.444
H (6.849, 2.061, -2.466)  0.395
H (4.987, 2.841, -1.030)  0.409
H (2.619, 3.034, -0.596)  0.383
H (-0.815, 3.156, 1.745)  0.329
H (-2.798, 4.087, 2.897)  0.428
H (-5.071, 3.543, 2.079)  0.403
H (-5.346, 2.088, 0.096)  0.420
H (-3.356, 1.166, -1.041)  0.511
S (2.112, -1.560, -0.069)  -0.444
C (1.944, -0.773, 1.486)  0.346
N (2.980, -0.388, 2.118)  -0.658
N (2.781, 0.063, 3.445)  -0.144
C (2.350, 1.392, 3.653)  -0.109
C (2.387, 1.885, 4.959)  -0.627
C (1.999, 3.185, 5.229)  -0.457
C (1.566, 4.020, 4.204)  -0.773
C (1.522, 3.524, 2.911)  -0.254
C (1.902, 2.218, 2.630)  0.594
N (0.646, -0.630, 2.095)  1.050
N (0.023, -1.690, 2.178)  -0.972
C (-1.266, -1.558, 2.791)  0.141
C (-1.853, -2.736, 3.228)  -0.298
C (-3.123, -2.701, 3.789)  -0.551
C (-3.806, -1.496, 3.881)  -0.559
C (-3.212, -0.318, 3.435)  -0.403
C (-1.934, -0.343, 2.902)  -0.565
H (3.660, -0.082, 3.920)  0.282
H (2.716, 1.235, 5.761)  0.400
H (2.034, 3.549, 6.248)  0.376
H (1.270, 5.039, 4.414)  0.400
H (1.200, 4.155, 2.091)  0.477
H (1.849, 1.854, 1.615)  0.087
H (-1.302, -3.663, 3.126)  0.495
H (-3.579, -3.613, 4.153)  0.382
H (-4.801, -1.471, 4.308)  0.421
H (-3.741, 0.624, 3.502)  0.422
H (-1.446, 0.561, 2.568)  0.608
C (-3.522, -1.789, 0.325)  -0.759
N (-2.911, -2.337, -0.914)  0.046
C (-3.171, -1.451, -2.088)  -0.667
C (-1.426, -2.620, -0.699)  1.550
C (-0.768, -2.952, -2.004)  0.267
C (-1.076, -4.179, -2.591)  -0.544
C (-0.579, -4.500, -3.843)  -0.844
C (0.243, -3.590, -4.491)  -0.637
C (0.573, -2.385, -3.884)  -0.370
C (0.071, -2.021, -2.630)  -0.194
H (-4.587, -1.639, 0.164)  0.337
H (-3.040, -0.839, 0.544)  0.129
H (-3.350, -2.480, 1.147)  0.403
H (-3.342, -3.237, -1.121)  0.438
H (-2.536, -0.575, -1.985)  0.125
H (-4.226, -1.187, -2.087)  0.401
H (-2.910, -1.986, -2.996)  0.349
H (-1.384, -3.430, 0.030)  0.637
H (-1.017, -1.723, -0.249)  -1.914
H (-1.693, -4.899, -2.057)  0.400
H (-0.814, -5.454, -4.298)  0.385
H (0.654, -3.832, -5.464)  0.427
H (1.259, -1.714, -4.385)  0.342

Cartesian forces (eV/Å) of the 6 atoms listed first:
-0.1 0.2 0.0
0.0 0.0 0.0
0.0 0.0 0.0
0.0 0.0 0.0
0.0 0.0 0.0
0.0 0.0 0.0


The following is a DFT calculation (ωB97M-V with the def2-TZVPD basis set) of a molecular structure, C37H36MoN5O6S2 in a non-equilibrium geometry.

Results
E_HOMO (alpha / beta)	-9.2 / -9.2	eV
LUMO (alpha / beta)	-3.9557 / -3.9562	eV
largest force on an atom	4.61	eV/A
net charge	+1
orbital gap (alpha / beta)	5.28 / 5.28	eV
relative energy (zero: lowest compared OMol25 entry of this formula, charge and spin)	1.023	eV

Last column: Mulliken charge in e.
Positions of all 87 atoms, in Å:
Mo (-0.846, 0.298, 0.792)  -0.232
C (0.837, 7.054, -0.810)  -1.520
C (0.672, 5.578, -0.628)  0.341
C (1.301, 4.689, -1.474)  -1.555
C (1.254, 3.287, -1.285)  0.216
C (1.953, 2.469, -2.179)  0.010
N (1.972, 1.150, -2.218)  0.604
C (2.783, 0.468, -3.204)  -1.215
C (2.441, -1.012, -3.322)  -0.169
C (2.816, -1.750, -2.045)  -0.085
N (2.226, -3.064, -1.997)  0.199
C (2.215, -3.855, -0.939)  -0.642
C (2.377, -3.502, 0.410)  0.820
C (2.998, -4.454, 1.253)  -0.927
C (3.258, -4.204, 2.578)  0.208
C (4.088, -5.124, 3.418)  -1.638
C (2.744, -3.027, 3.130)  -0.701
C (2.038, -2.092, 2.387)  0.426
C (1.501, -0.965, 3.080)  -0.773
N (0.618, -0.084, 2.753)  0.408
C (0.314, 0.852, 3.822)  -1.003
C (-1.178, 0.797, 4.150)  -0.835
C (-1.952, 1.794, 3.285)  -0.877
N (-1.277, 1.971, 2.013)  0.713
C (-1.000, 3.216, 1.723)  -0.710
C (-0.236, 3.699, 0.628)  1.099
C (-0.097, 5.073, 0.421)  -1.063
C (0.490, 2.773, -0.184)  0.817
O (0.455, 1.530, 0.126)  0.002
C (1.907, -2.242, 0.962)  0.298
O (1.393, -1.333, 0.272)  -0.097
H (1.664, 7.264, -1.482)  0.395
H (1.042, 7.525, 0.149)  0.377
H (-0.065, 7.506, -1.223)  0.318
H (1.862, 5.058, -2.321)  0.426
H (2.546, 2.970, -2.938)  0.546
H (1.313, 0.620, -1.636)  -0.778
H (3.840, 0.569, -2.925)  0.345
H (2.645, 0.956, -4.175)  0.620
H (2.992, -1.428, -4.168)  0.569
H (1.374, -1.123, -3.520)  -0.255
H (2.483, -1.187, -1.166)  -0.234
H (3.905, -1.855, -1.977)  0.366
H (2.030, -3.478, -2.898)  0.347
H (2.103, -4.911, -1.159)  0.425
H (3.360, -5.368, 0.804)  0.432
H (4.515, -5.920, 2.814)  0.384
H (3.491, -5.570, 4.212)  0.350
H (4.902, -4.566, 3.881)  0.365
H (2.890, -2.851, 4.186)  0.522
H (1.909, -0.900, 4.097)  0.177
H (0.619, 1.856, 3.506)  0.295
H (0.898, 0.608, 4.719)  0.591
H (-1.335, 1.034, 5.202)  0.472
H (-1.520, -0.229, 3.974)  0.337
H (-2.022, 2.754, 3.809)  0.616
H (-2.971, 1.434, 3.121)  -0.030
H (-1.383, 3.990, 2.387)  0.297
H (-0.607, 5.750, 1.091)  0.521
S (-2.314, 1.521, -0.805)  -0.220
C (-3.790, 1.775, 0.101)  0.643
C (-4.649, 2.827, -0.213)  -0.765
C (-5.838, 2.993, 0.472)  -0.650
C (-6.206, 2.087, 1.460)  -0.589
C (-5.372, 1.031, 1.769)  -0.520
C (-4.155, 0.879, 1.110)  0.024
S (-3.092, -0.449, 1.557)  -0.202
H (-4.361, 3.516, -0.990)  0.501
H (-6.483, 3.825, 0.230)  0.395
H (-7.139, 2.211, 1.990)  0.397
H (-5.638, 0.305, 2.524)  0.495
O (-1.051, -1.759, 0.801)  -0.655
C (-1.170, -2.681, -0.028)  -1.053
C (-1.193, -2.519, -1.444)  1.294
C (-1.534, -3.572, -2.298)  -0.654
C (-1.609, -3.360, -3.661)  -0.753
C (-1.394, -2.082, -4.208)  -0.298
C (-1.005, -1.052, -3.406)  -1.045
C (-0.857, -1.235, -1.999)  -0.058
O (-0.381, -0.291, -1.294)  2.002
N (-1.897, -4.449, -4.547)  1.040
O (-1.980, -4.204, -5.732)  -0.639
O (-2.002, -5.554, -4.054)  -0.632
H (-1.302, -3.703, 0.356)  0.355
H (-1.762, -4.549, -1.895)  0.607
H (-1.531, -1.948, -5.271)  0.567
H (-0.841, -0.061, -3.806)  0.499

Cartesian forces (eV/Å) of the 6 atoms listed first:
-4.5 0.1 -0.9
-0.1 0.1 0.0
0.1 0.1 0.0
-0.1 -0.6 0.2
-0.7 0.3 0.8
0.1 -1.5 -0.2


> The highest relative energy (zero: lowest compared OMol25 entry of this formula, charge and spin) belongs to which entry?

C37H36MoN5O6S2


> Which value of largest force on an atom does entry 2 give?

4.61 eV/A


> Number 2 is which compound?

C37H36MoN5O6S2